Entry 1:
Computed, not measured: a single C10H19N5O5 molecule, with ωB97M-V/def2-TZVPD.

Structure (XYZ):
```
39
Properties=species:S:1:pos:R:3
H -2.7583 3.1755 -1.2392
N -3.2814 3.3479 -0.3848
C -2.8447 2.8908 0.7056
N -3.4744 3.2231 1.8599
N -1.6999 2.0347 0.7878
C -1.1206 1.8200 2.1185
C -0.2032 0.5867 2.1538
C -0.9684 -0.7496 1.8733
C -1.4119 -0.9263 0.4189
N -1.9158 -2.2165 0.1499
C -0.3807 -0.5956 -0.6117
O -0.3625 0.3535 -1.3250
N 0.5341 -1.5737 -0.6199
C 1.6049 -1.3919 -1.5682
C 2.7336 -0.6118 -0.8505
C 3.7742 -0.1658 -1.9784
O 3.5708 0.2340 -3.0938
O 5.0119 -0.3090 -1.5018
C 1.9925 -2.7625 -2.0727
O 1.5725 -3.7511 -1.5567
O 2.7580 -2.7347 -3.1723
H -2.9177 3.3094 2.6864
H -4.2195 3.9239 1.7243
H -1.0410 2.1086 0.0387
H -1.9736 1.6680 2.8470
H -0.6219 2.7158 2.5104
H 0.5406 0.7037 1.3213
H 0.3303 0.6058 3.1372
H -0.4331 -1.6447 2.2070
H -1.8483 -0.8478 2.5136
H -2.1715 -0.0292 0.3520
H -2.7711 -2.4643 0.6440
H -1.9633 -2.2866 -0.8617
H 0.3433 -2.5641 -0.3010
H 1.2815 -0.7949 -2.5225
H 3.2414 -1.1132 -0.1197
H 2.2954 0.4058 -0.6265
H 5.7178 0.0040 -2.1530
H 3.0800 -3.5779 -3.4903
```

Summary:
SMILES: [H]/N=C(/N)NCCC[C@H](N)C(=O)N[C@@H](CC(=O)O)C(=O)O
Total charge: 0
Energy relative to the best compared isomer or geometry (same formula, charge and spin) in eV: 1.399
E_HOMO in eV: -8.307
Gap between HOMO and LUMO in eV: 8.75

=====

Entry 2:
Computed, not measured: a single C10H19O4P molecule, with ωB97M-V/def2-TZVPD.

Structure (XYZ):
```
34
Properties=species:S:1:pos:R:3
C -2.0580 2.0235 0.6575
C -0.5777 2.4455 0.6461
P 0.8804 1.3253 0.7594
C 0.6942 0.2071 2.2238
C -0.5791 -0.5328 2.6501
C 0.9096 0.3196 -0.8484
C -0.3449 -0.1048 -1.6164
C -1.2733 -1.1793 -1.0465
C -0.6164 -2.4581 -0.5524
O 0.1462 -3.1199 -1.5580
C 2.0360 -0.7127 -0.8237
O 3.2114 0.1008 -0.9282
C 2.8796 1.1521 -1.7069
O 3.6477 1.8322 -2.2883
O 1.5345 1.3087 -1.7433
H -2.4996 2.1001 -0.3381
H -2.6402 2.6772 1.3101
H -2.2116 1.0161 1.0176
H -0.3610 3.0033 -0.2727
H -0.3969 3.1663 1.4494
H 1.0041 0.8580 3.0474
H 1.5216 -0.5028 2.1115
H -1.1316 -0.9407 1.8133
H -0.3332 -1.3603 3.3199
H -1.2511 0.1309 3.1976
H -0.9235 0.8055 -1.7943
H 0.0019 -0.4275 -2.6056
H -1.8920 -0.7649 -0.2565
H -1.9744 -1.4618 -1.8420
H -1.3881 -3.1417 -0.1805
H 0.0601 -2.2547 0.2830
H -0.1408 -2.8138 -2.4243
H 2.1125 -1.3507 0.0520
H 1.9536 -1.3456 -1.7125
```

Summary:
SMILES: CCP(CC)[C@]1(CCCO)COC(=O)O1
Total charge: 0
Energy relative to the best compared isomer or geometry (same formula, charge and spin) in eV: 0.000
E_HOMO in eV: -8.567
Gap between HOMO and LUMO in eV: 9.14

=====

Entry 3:
Computed, not measured: 2 unconnected molecules or ions with the total composition C10H19PS, with ωB97M-V/def2-TZVPD.

Structure (XYZ):
```
31
Properties=species:S:1:pos:R:3
C -2.3212 0.9528 -0.1002
C -1.6096 0.0065 -0.3671
P -0.0970 -0.9785 -0.8076
S -0.9402 -1.9651 -2.5057
C -0.2621 -2.2150 0.5707
C 0.7479 -3.3587 0.3314
C 0.0341 -1.3669 1.8624
C -1.7348 -2.8599 0.7917
H -2.8533 1.7959 0.2289
H -2.2703 -1.7962 -2.1720
H 0.1995 -4.3251 0.3105
H 1.2883 -3.2525 -0.5323
H 1.5135 -3.2377 1.1429
H 0.1083 -2.0962 2.7498
H -0.9674 -0.9115 2.0339
H 0.9647 -0.8102 1.9929
H -1.6331 -3.5545 1.6440
H -2.4517 -1.9947 0.9673
H -2.0857 -3.5828 0.0741
C 0.8298 2.3529 -1.0639
C 1.1983 3.3289 -0.2282
C 2.5654 3.5666 0.4710
C 0.0338 4.4363 -0.0710
H 1.5764 1.5190 -1.2528
H -0.0885 2.1708 -1.4652
H 2.4566 3.6204 1.6034
H 3.2389 2.8181 0.2252
H 2.9277 4.5459 0.1972
H -0.8471 3.9848 0.3920
H 0.4536 5.2279 0.5632
H -0.4163 4.7556 -0.9974
```

Summary:
SMILES: C#CP(S)C(C)(C)C.C=C(C)C
Total charge: 0
Energy relative to the best compared isomer or geometry (same formula, charge and spin) in eV: 2.484
E_HOMO in eV: -8.826
Gap between HOMO and LUMO in eV: 9.44

=====

Entry 4:
Computed, not measured: 2 unconnected molecules or ions with the total composition C10H20, with ωB97M-V/def2-TZVPD.

Structure (XYZ):
```
30
Properties=species:S:1:pos:R:3
C -1.9523 0.9157 0.8761
C -1.9605 -0.7276 1.1049
C -2.8010 -1.1792 0.0430
C -2.2735 -0.2730 -1.0323
C -2.3234 1.1917 -0.5852
H -2.6347 1.7576 1.3473
H -0.8593 1.0404 1.0534
H -2.0343 -1.1596 2.1955
H -0.8557 -0.9430 0.5868
H -3.8982 -1.0606 0.1758
H -2.5923 -2.2576 -0.1104
H -2.4975 -0.4705 -2.0451
H -1.1328 -0.6260 -0.9272
H -3.4283 1.6662 -0.5570
H -1.6248 1.8862 -1.2619
C 2.0443 0.2758 -1.3216
C 1.8571 1.3439 0.0445
C 2.4446 0.3261 1.1507
C 2.8477 -0.8790 0.4481
C 1.8587 -1.0875 -0.7220
H 1.0812 0.5053 -1.6915
H 2.9910 0.5111 -1.8465
H 0.6654 1.6771 0.3348
H 2.4286 2.2653 -0.2159
H 1.6776 0.3449 1.9135
H 3.3390 0.7106 1.6953
H 2.6506 -1.6836 1.1387
H 3.8573 -0.8340 -0.0005
H 0.7991 -1.3630 -0.3997
H 2.3261 -1.8741 -1.3913
```

Summary:
SMILES: C1CCCC1.C1CCCC1
Total charge: 0
Energy relative to the best compared isomer or geometry (same formula, charge and spin) in eV: 4.963
E_HOMO in eV: -9.930
Gap between HOMO and LUMO in eV: 10.99

=====

| no. | total energy (eV) | LUMO level (eV) | molar mass (g mol⁻¹) |
| --- | --- | --- | --- |
| 1 | -28366.7579 | 0.45 | 289.3 |
| 2 | -28156.4411 | 0.57 | 234.2 |
| 3 | -30798.3515 | 0.61 | 202.3 |
| 4 | -10689.6175 | 1.06 | 140.3 |